Density functional theory data (the ωB97M-V functional and the def2-TZVPD basis) for a 6-piece molecular cluster, C24H29N5O5S overall at a distorted geometry.

Last column: Löwdin charge in e.
Atoms and positions in Å:
O (-0.368, 2.550, -1.961)  -0.203
S (-0.856, 1.437, -1.215)  0.635
O (-1.875, 1.664, -0.213)  -0.256
O (-1.453, 0.298, -2.192)  -0.209
C (-1.358, -0.955, -1.515)  -0.160
C (0.043, -0.919, -0.894)  -0.111
O (0.262, 0.482, -0.618)  -0.220
H (-2.112, -1.015, -0.728)  0.123
H (-1.518, -1.726, -2.260)  0.132
H (0.810, -1.208, -1.612)  0.119
H (0.186, -1.435, 0.050)  0.120
C (0.193, 1.319, 2.558)  -0.084
C (-0.355, 0.051, 2.668)  -0.076
C (0.495, -1.010, 2.839)  -0.164
N (1.826, -0.854, 2.937)  0.067
C (2.311, 0.386, 2.944)  -0.151
C (1.549, 1.531, 2.728)  -0.058
H (-0.398, 2.219, 2.420)  0.103
H (-1.401, -0.158, 2.472)  0.094
H (0.091, -2.006, 2.988)  0.100
H (3.383, 0.437, 3.084)  0.098
H (1.950, 2.531, 2.768)  0.102
C (-3.978, -4.373, 0.188)  -0.078
C (-4.389, -4.422, 1.522)  -0.068
C (-3.417, -4.444, 2.511)  -0.151
N (-2.105, -4.439, 2.270)  0.064
C (-1.739, -4.348, 0.995)  -0.168
C (-2.623, -4.273, -0.076)  -0.088
H (-4.750, -4.314, -0.568)  0.105
H (-5.444, -4.585, 1.694)  0.102
H (-3.726, -4.483, 3.549)  0.106
H (-0.686, -4.460, 0.752)  0.104
H (-2.289, -4.076, -1.087)  0.092
C (1.968, -0.533, -4.415)  -0.089
C (1.053, 0.504, -4.379)  -0.084
C (1.469, 1.785, -4.682)  -0.149
N (2.723, 2.052, -5.030)  0.060
C (3.613, 1.057, -5.066)  -0.148
C (3.292, -0.266, -4.789)  -0.062
H (1.684, -1.543, -4.151)  0.100
H (0.043, 0.246, -4.094)  0.088
H (0.809, 2.638, -4.604)  0.105
H (4.616, 1.361, -5.334)  0.102
H (3.984, -1.095, -4.826)  0.099
C (3.783, 3.460, 0.198)  -0.087
C (3.045, 2.631, -0.648)  -0.070
C (3.356, 1.303, -0.693)  -0.149
N (4.417, 0.768, -0.041)  0.070
C (5.117, 1.602, 0.724)  -0.169
C (4.822, 2.951, 0.933)  -0.076
H (3.483, 4.500, 0.270)  0.108
H (2.159, 3.042, -1.115)  0.095
H (2.749, 0.625, -1.277)  0.089
H (5.908, 1.106, 1.277)  0.102
H (5.305, 3.512, 1.720)  0.102
C (-4.388, 0.427, 2.174)  -0.014
C (-3.949, 1.710, 2.859)  -0.607
N (-3.501, 2.708, 2.055)  0.163
O (-4.023, 1.797, 4.076)  0.025
H (-5.470, 0.338, 2.287)  0.084
H (-3.871, -0.427, 2.603)  0.070
H (-4.236, 0.454, 1.091)  0.064
H (-3.202, 3.464, 2.662)  0.114
H (-3.021, 2.423, 1.215)  0.044

The calculation puts the orbital gap at 9.78 eV. The relative energy (zero: lowest compared OMol25 entry of this formula, charge and spin) comes out at 337.67 kJ/mol. Its LUMO energy is 0.20 eV. The calculated total energy is -1980.05916 Ha. The value obtained for the largest force on an atom is 1.9 eV/A. As for the structure (SMILES): O=S1(=O)OCCO1.c1ccncc1.c1ccncc1.c1ccncc1.c1ccncc1.CC(N)=O.

Density functional theory data (the ωB97M-V functional and the def2-TZVPD basis) for one molecule with the formula C24H29NO4.

Last column: Löwdin charge in e.
Atoms and positions in Å:
C (-0.340, -3.176, -1.782)  -0.053
C (-1.312, -2.208, -2.450)  -0.219
O (-1.761, -1.173, -1.592)  -0.068
C (-0.965, -0.039, -1.505)  -0.319
O (0.292, -0.287, -0.910)  0.005
C (0.274, -0.408, 0.461)  -0.161
C (1.535, -0.940, 1.054)  -0.436
O (1.660, -1.132, 2.250)  0.067
N (2.499, -1.203, 0.147)  0.086
C (3.832, -1.617, 0.523)  -0.121
C (4.840, -0.522, 0.286)  -0.212
C (5.953, -0.729, -0.517)  -0.049
C (6.863, 0.292, -0.730)  -0.089
C (6.664, 1.532, -0.149)  -0.095
C (5.553, 1.747, 0.651)  -0.081
C (4.647, 0.726, 0.868)  -0.033
C (-0.760, -0.070, 1.231)  0.033
C (-2.027, 0.504, 0.684)  -0.200
C (-3.174, -0.487, 0.711)  -0.182
C (-2.984, -1.823, 1.035)  -0.035
C (-4.051, -2.704, 1.044)  -0.076
C (-5.324, -2.262, 0.732)  -0.096
C (-5.526, -0.930, 0.416)  -0.083
C (-4.458, -0.051, 0.409)  -0.038
C (-1.755, 1.034, -0.740)  -0.183
C (-0.973, 2.358, -0.727)  -0.140
C (-1.847, 3.597, -0.910)  -0.172
C (-2.772, 3.892, 0.266)  -0.282
O (-3.398, 5.134, 0.020)  -0.064
H (-0.137, -4.006, -2.453)  0.076
H (-0.780, -3.559, -0.865)  0.077
H (0.596, -2.681, -1.538)  0.056
H (-0.857, -1.770, -3.350)  0.123
H (-2.224, -2.740, -2.736)  0.124
H (-0.701, 0.318, -2.520)  0.171
H (2.337, -0.919, -0.807)  0.143
H (3.781, -1.861, 1.589)  0.131
H (4.107, -2.517, -0.037)  0.123
H (6.112, -1.696, -0.973)  0.107
H (7.728, 0.120, -1.353)  0.101
H (7.372, 2.330, -0.317)  0.100
H (5.395, 2.713, 1.109)  0.102
H (3.784, 0.886, 1.497)  0.115
H (-0.670, -0.218, 2.295)  0.136
H (-2.318, 1.353, 1.313)  0.146
H (-1.994, -2.177, 1.278)  0.111
H (-3.886, -3.742, 1.295)  0.102
H (-6.156, -2.951, 0.736)  0.099
H (-6.517, -0.573, 0.177)  0.101
H (-4.630, 0.989, 0.166)  0.104
H (-2.699, 1.161, -1.274)  0.151
H (-0.410, 2.440, 0.206)  0.125
H (-0.243, 2.345, -1.539)  0.120
H (-2.453, 3.498, -1.812)  0.120
H (-1.205, 4.471, -1.042)  0.118
H (-3.529, 3.102, 0.368)  0.103
H (-2.186, 3.937, 1.197)  0.124
H (-3.984, 5.346, 0.753)  0.086

The calculation puts the orbital gap at 9.56 eV. The relative energy (zero: lowest compared OMol25 entry of this formula, charge and spin) comes out at 188.27 kJ/mol. Its LUMO energy is 0.68 eV. The calculated total energy is -1287.65601 Ha. The value obtained for the largest force on an atom is 1.0 eV/A. As for the structure (SMILES): CCO[C@@H]1OC(C(=O)NCc2ccccc2)=C[C@H](c2ccccc2)[C@H]1CCCO.

Density functional theory data (the ωB97M-V functional and the def2-TZVPD basis) for C24H30AsCuSb as an isolated structure.

Last column: Löwdin charge in e.
Atoms and positions in Å:
Cu (0.710, 0.572, 1.490)  0.087
C (-0.256, -0.243, 5.859)  -0.156
C (-0.847, -0.905, 4.620)  -0.412
As (0.382, -1.080, 3.124)  1.140
C (-0.580, -2.360, 1.998)  -0.415
C (-1.951, -1.831, 1.570)  -0.162
C (1.860, -2.142, 3.793)  -0.414
C (2.944, -1.332, 4.498)  -0.162
H (-1.015, -0.175, 6.637)  0.078
H (0.095, 0.767, 5.648)  0.074
H (0.576, -0.815, 6.266)  0.057
H (-1.695, -0.337, 4.242)  0.068
H (-1.195, -1.916, 4.832)  0.081
H (-0.673, -3.297, 2.547)  0.079
H (0.048, -2.555, 1.129)  0.057
H (-2.660, -1.844, 2.397)  0.070
H (-2.365, -2.440, 0.767)  0.078
H (-1.901, -0.803, 1.197)  0.042
H (2.267, -2.647, 2.917)  0.069
H (1.431, -2.907, 4.439)  0.081
H (3.379, -0.586, 3.831)  0.066
H (3.747, -1.988, 4.830)  0.078
H (2.561, -0.810, 5.373)  0.052
C (1.468, 4.774, -3.945)  -0.069
C (0.658, 4.979, -2.835)  -0.072
C (0.363, 3.920, -1.988)  -0.134
C (0.871, 2.650, -2.261)  -0.373
C (1.696, 2.448, -3.361)  -0.120
C (1.990, 3.515, -4.203)  -0.069
Sb (0.350, 1.045, -0.988)  1.508
C (1.082, -0.627, -2.046)  -0.396
C (0.694, -0.875, -3.363)  -0.142
C (1.184, -1.989, -4.031)  -0.064
C (2.063, -2.855, -3.392)  -0.065
C (2.457, -2.611, -2.084)  -0.074
C (1.966, -1.499, -1.411)  -0.144
C (-1.744, 0.904, -1.315)  -0.380
C (-2.557, 1.933, -0.838)  -0.139
C (-3.936, 1.865, -0.991)  -0.073
C (-4.510, 0.762, -1.610)  -0.070
C (-3.706, -0.271, -2.073)  -0.071
C (-2.325, -0.205, -1.923)  -0.128
H (1.700, 5.601, -4.605)  0.111
H (0.258, 5.964, -2.626)  0.111
H (-0.263, 4.095, -1.121)  0.088
H (2.116, 1.473, -3.569)  0.091
H (2.631, 3.359, -5.062)  0.111
H (0.013, -0.203, -3.873)  0.110
H (0.879, -2.181, -5.053)  0.113
H (2.445, -3.722, -3.918)  0.112
H (3.150, -3.281, -1.590)  0.109
H (2.284, -1.308, -0.392)  0.074
H (-2.128, 2.798, -0.345)  0.087
H (-4.559, 2.672, -0.625)  0.110
H (-5.585, 0.706, -1.728)  0.110
H (-4.153, -1.133, -2.555)  0.111
H (-1.713, -1.024, -2.282)  0.089

The calculation puts the orbital gap at 9.01 eV. The relative energy (zero: lowest compared OMol25 entry of this formula, charge and spin) comes out at 26.06 kJ/mol. Its LUMO energy is -2.71 eV. The calculated total energy is -5048.78431 Ha. As for the total charge: +1. The value obtained for the largest force on an atom is 0.4 eV/A.

Density functional theory data (the ωB97M-V functional and the def2-TZVPD basis) for C24H30AsN2OPS2Tc as an isolated structure at a distorted geometry.

Last column: Löwdin charge in e.
Atoms and positions in Å:
Tc (-10.997, -2.040, 15.213)  0.959
N (-10.540, -0.548, 16.587)  -0.043
C (-11.034, -1.058, 17.892)  -0.248
C (-10.656, -0.480, 19.111)  0.008
C (-11.176, -0.914, 20.316)  0.008
C (-12.000, -2.043, 20.344)  0.002
C (-12.436, -2.581, 19.139)  -0.084
C (-11.939, -2.168, 17.900)  -0.319
P (-12.379, -3.269, 16.526)  0.992
C (-11.899, -5.025, 16.751)  -0.308
C (-12.683, -5.957, 17.463)  -0.009
C (-12.231, -7.288, 17.574)  0.030
C (-10.949, -7.662, 17.131)  0.048
C (-10.226, -6.702, 16.406)  0.023
C (-10.686, -5.415, 16.208)  -0.083
C (-14.210, -3.361, 16.615)  -0.322
C (-14.958, -4.470, 16.112)  -0.039
C (-16.379, -4.482, 16.133)  0.045
C (-17.062, -3.377, 16.671)  0.014
C (-16.335, -2.329, 17.206)  0.010
C (-14.936, -2.301, 17.185)  -0.027
H (-11.019, 0.317, 16.340)  0.132
H (-9.545, -0.307, 16.715)  0.116
H (-10.023, 0.390, 19.022)  0.134
H (-10.909, -0.398, 21.233)  0.143
H (-12.383, -2.412, 21.313)  0.149
H (-13.269, -3.290, 19.165)  0.120
H (-13.674, -5.711, 17.849)  0.127
H (-12.847, -8.019, 18.062)  0.134
H (-10.567, -8.670, 17.211)  0.144
H (-9.273, -7.027, 16.011)  0.140
H (-10.089, -4.694, 15.656)  0.026
H (-14.425, -5.351, 15.685)  0.136
H (-16.892, -5.319, 15.685)  0.139
H (-18.150, -3.378, 16.629)  0.146
H (-16.844, -1.473, 17.652)  0.146
H (-14.425, -1.411, 17.530)  0.127
C (-12.668, 0.462, 11.737)  -0.137
As (-13.426, -0.982, 12.933)  1.113
C (-15.089, -0.272, 13.634)  -0.192
C (-13.994, -2.859, 12.536)  -0.175
O (-12.474, -0.953, 14.426)  -0.723
H (-13.445, 0.765, 10.973)  0.089
H (-11.802, 0.017, 11.218)  0.023
H (-12.382, 1.277, 12.399)  0.054
H (-15.639, -1.127, 14.099)  0.045
H (-15.745, 0.251, 12.959)  0.059
H (-14.842, 0.420, 14.461)  0.058
H (-15.078, -2.850, 12.323)  0.068
H (-13.751, -3.422, 13.465)  0.025
H (-13.426, -3.281, 11.696)  0.042
S (-10.652, -2.454, 12.670)  0.718
C (-9.026, -2.230, 13.096)  -0.976
N (-8.021, -1.534, 12.573)  0.035
C (-6.863, -1.448, 13.481)  -0.152
C (-7.506, -1.380, 14.881)  -0.360
S (-8.621, -2.767, 14.706)  0.961
H (-8.025, -1.128, 11.636)  0.195
H (-6.218, -0.638, 13.148)  0.158
H (-6.336, -2.427, 13.476)  0.148
H (-8.007, -0.413, 15.020)  0.097
H (-6.884, -1.493, 15.760)  0.113

The calculation puts the orbital gap (spin up / spin down) at 7.12 / 2.81 eV. As for the expectation value of S²: 3.785. Its LUMO energy (spin up / spin down) is -13.10 / -16.38 eV. The calculated total energy is -4569.96147 Ha. As for the total charge: +4. The value obtained for the largest force on an atom is 5.7 eV/A. Its spin multiplicity is 4.

Which of these has the highest calculated total energy? C24H29NO4